1.
The ion C4H11N2 with charge +1 at a distorted geometry. Source: the OMol25 dataset; level of theory: the ωB97M-V functional and the def2-TZVPD basis.

Computed properties:
Multiplicity: 1
SMILES: CC/C([NH3+])=C/N
Total energy: -7298.016 eV
Net charge: +1
HOMO energy: -12.65 eV

Each line ends with the Löwdin charge.
Atoms and positions in Å:
N  -0.1916  -1.5955  -0.7487  0.1850
N  1.4640  -0.8464  1.6723  0.0662
C  -0.5186  2.1194  -0.9072  -0.1018
C  -1.0082  0.7199  -0.7703  -0.2505
C  -0.0830  -0.2074  -0.1303  -0.2912
C  0.3421  -0.1019  1.1659  -0.0769
H  -1.2177  0.2948  -1.7997  0.1374
H  0.0816  -2.4326  -0.1529  0.1943
H  0.2864  2.1987  -1.6409  0.0916
H  1.9975  -0.4177  2.4244  0.1082
H  -0.0956  0.6744  1.9229  0.1774
H  -1.2877  2.7754  -1.2310  0.0732
H  -1.8990  0.7654  -0.0686  0.1508
H  -1.1609  -1.6737  -1.1945  0.1848
H  -0.1542  2.6639  -0.0563  0.0786
H  1.8712  -1.3400  0.8875  0.0835
H  0.2784  -1.5953  -1.7050  0.1895



2.
A cluster of 2 separate species, C4H11N2 in total at a distorted geometry. Source: the OMol25 dataset; level of theory: the ωB97M-V functional and the def2-TZVPD basis.

Computed properties:
Multiplicity: 1
Total energy: -7295.055 eV
Net charge: +1
HOMO energy (alpha / beta): -13.29 / -13.28 eV

Each line ends with the Löwdin charge.
Atoms and positions in Å:
N  -0.5192  -1.8200  0.7048  0.2562
N  1.1403  -0.0430  0.4692  -0.1174
C  -1.5827  0.6991  -1.2176  0.1826
C  -0.0165  -0.5926  0.0164  -0.3145
C  1.2115  1.3839  0.7533  -0.0281
C  1.2241  -0.7255  -0.8272  -0.0393
H  -1.5371  1.5212  -0.4942  0.0229
H  2.1547  1.5712  1.1476  0.0726
H  -2.2487  -0.1602  -1.0314  0.0111
H  1.2640  -0.1511  -1.7385  0.1074
H  0.9902  2.0315  -0.1057  0.1012
H  1.7582  -1.6608  -0.7724  0.1047
H  -0.4055  -1.6470  1.7328  0.1956
H  0.4560  1.5037  1.4564  0.0709
H  -1.1529  0.7353  -2.2762  0.0683
H  0.2503  -2.4716  0.4665  0.1721
H  -1.4317  -2.0931  0.4960  0.1336



3.
The ion C4H11N2 with charge +1 at a distorted geometry. Source: the OMol25 dataset; level of theory: the ωB97M-V functional and the def2-TZVPD basis.

Computed properties:
Multiplicity: 1
SMILES: C=NCCC[NH3+]
Total energy: -7298.260 eV
Net charge: +1
HOMO energy: -13.89 eV

Each line ends with the Löwdin charge.
Atoms and positions in Å:
N  0.7778  -1.1335  -1.3475  0.1183
N  -0.5429  -0.6242  1.1426  -0.0790
C  -0.0432  0.7437  0.9926  -0.2613
C  0.8950  0.3364  -1.2962  -0.2082
C  -0.0304  1.2102  -0.4334  -0.1845
C  -1.4956  -0.8489  1.8557  -0.0483
H  -1.0742  1.1489  -0.7802  0.1187
H  -2.1890  -0.1526  2.3108  0.0874
H  0.2369  -1.3972  -2.1821  0.1576
H  1.7885  -1.5743  -1.2789  0.2258
H  -1.9672  -1.8832  2.0168  0.1122
H  1.9328  0.6176  -0.9104  0.1477
H  0.0157  -1.4861  -0.5539  0.2020
H  0.9089  0.6257  -2.3907  0.1444
H  0.3341  2.3509  -0.3357  0.1832
H  -0.5582  1.4107  1.7747  0.1434
H  1.0109  0.6560  1.4159  0.1406



4.
The ion C4H11N2 with charge +2 at a distorted geometry. Source: the OMol25 dataset; level of theory: the ωB97M-V functional and the def2-TZVPD basis.

Computed properties:
Multiplicity: 2
Total energy: -7285.303 eV
Net charge: +2
HOMO energy (alpha / beta): -20.76 / -20.63 eV

Each line ends with the Löwdin spin population.
Atoms and positions in Å:
N  -1.4817  -1.4120  -1.7718  0.1523
N  -0.3229  -0.4376  -0.0023  0.4649
C  0.8744  -0.2979  0.8465  0.1436
C  -0.4389  -1.3382  -1.0353  0.0084
C  0.9341  1.0536  1.4797  0.0408
C  0.5588  2.2230  0.5861  0.0130
H  0.9772  -1.1160  1.5738  0.0393
H  0.2650  1.0301  2.3594  0.0254
H  1.2071  2.3376  -0.2904  0.0072
H  -0.5056  2.2576  0.3096  -0.0006
H  -0.6869  0.5301  -0.1348  0.0055
H  1.9320  1.1794  1.8889  0.0068
H  1.6421  -0.4243  0.0265  0.0900
H  0.3758  -2.0394  -1.1833  -0.0005
H  -2.2632  -0.7584  -1.6723  0.0018
H  0.6870  3.1507  1.1353  -0.0003
H  -1.5469  -2.1807  -2.4451  0.0021



5.
The ion C4H11N2 with charge +2 at a distorted geometry. Source: the OMol25 dataset; level of theory: the ωB97M-V functional and the def2-TZVPD basis.

Computed properties:
Multiplicity: 2
Total energy: -7286.330 eV
Net charge: +2
HOMO energy (alpha / beta): -19.08 / -19.09 eV

Each line ends with the Löwdin spin population.
Atoms and positions in Å:
N  1.4306  2.2442  1.0407  0.0033
N  -0.9314  -2.2753  0.5071  0.6565
C  -0.7799  -0.2034  -0.9833  0.1090
C  -0.5811  -1.8083  -0.8043  0.1206
C  -0.2324  0.6437  0.1436  -0.0006
C  0.6948  1.5580  -0.1025  0.0273
H  -0.1718  -2.7948  0.9567  0.0181
H  -1.8639  -0.2222  -0.9274  0.0034
H  -0.5939  0.4426  1.1484  0.0029
H  1.9620  3.0611  0.7233  0.0000
H  -1.0890  -2.3303  -1.6335  0.0268
H  0.9039  2.0998  -1.0122  0.0015
H  -1.8100  -2.7886  0.6237  0.0152
H  2.1075  1.5700  1.4213  0.0008
H  0.4882  -1.8999  -0.9568  0.0126
H  -0.3490  0.1049  -1.9260  0.0024
H  0.8155  2.5985  1.7812  0.0004



6.
The ion C4H11N2O with charge -1. Source: the OMol25 dataset; level of theory: the ωB97M-V functional and the def2-TZVPD basis.

Computed properties:
Multiplicity: 1
SMILES: NCCNCC[O-]
Total energy: -9353.027 eV
Net charge: -1
HOMO energy: -2.27 eV

Each line ends with the Löwdin charge.
Atoms and positions in Å:
O  2.8126  1.0084  -0.3238  -0.3600
N  -2.5415  -0.2314  0.7872  -0.0310
N  -0.1344  -0.5539  -0.4996  -0.1086
C  -0.1434  0.3363  0.6697  -0.2549
C  -1.3432  0.0174  1.5627  -0.3096
C  1.1748  -0.5474  -1.2306  -0.2294
C  1.9021  0.8326  -1.2827  -0.5775
H  -1.0777  -0.8412  2.2141  0.0948
H  1.0831  1.6055  -1.3267  0.0720
H  -2.3699  -0.4711  -0.1840  0.0462
H  -3.2170  -0.8218  1.2370  0.0412
H  -0.2479  1.3605  0.3150  0.1017
H  -1.5247  0.8278  2.2794  0.0911
H  1.8645  -1.2139  -0.7085  0.0914
H  -0.2944  -1.5071  -0.1656  0.0872
H  0.9736  -0.9237  -2.2372  0.0773
H  0.7899  0.2557  1.2246  0.1057
H  2.2936  0.8674  -2.3312  0.0623



7.
The ion C4H11N2O with charge -1 at a distorted geometry. Source: the OMol25 dataset; level of theory: the ωB97M-V functional and the def2-TZVPD basis.

Computed properties:
Multiplicity: 1
SMILES: CNCCNC[O-]
Total energy: -9352.685 eV
Net charge: -1
HOMO energy: -3.18 eV

Each line ends with the Löwdin charge.
Atoms and positions in Å:
O  0.5561  -1.3302  -0.8171  -0.2752
N  2.0299  0.1831  0.3121  -0.0828
N  -1.1108  -0.4256  0.7543  -0.1406
C  1.6453  -0.5571  -0.9253  -0.5011
C  -0.5080  0.8315  0.2566  -0.3179
C  -2.3273  -0.6926  -0.0244  -0.1971
C  0.9170  0.9916  0.8335  -0.2537
H  -2.2828  -1.7066  -0.4359  0.0644
H  1.2779  2.0194  0.6755  0.0838
H  0.7374  0.7931  1.9086  0.0995
H  -0.9631  1.8219  0.5118  0.0997
H  2.4249  -0.5510  0.8882  0.0737
H  -2.5239  -0.0303  -0.9002  0.0619
H  2.6262  -0.9897  -1.2206  0.0794
H  -0.3975  0.8685  -0.8352  0.0866
H  -3.2409  -0.5092  0.5206  0.0340
H  1.4336  0.2265  -1.6947  0.0827
H  -0.2940  -0.9433  0.1921  0.0025



8.
The ion C4H11N2O with charge -1 at a distorted geometry. Source: the OMol25 dataset; level of theory: the ωB97M-V functional and the def2-TZVPD basis.

Computed properties:
Multiplicity: 1
SMILES: C[C@@H](N)CNC[O-]
Total energy: -9353.536 eV
Net charge: -1
HOMO energy: -2.85 eV

Each line ends with the Löwdin charge.
Atoms and positions in Å:
O  0.1487  2.1332  0.9880  -0.3035
N  -1.5116  -0.2535  0.4240  0.0108
N  1.5148  0.4926  -0.2469  -0.0803
C  -0.7741  -0.6954  -0.7582  -0.4367
C  1.2442  1.4340  0.9542  -0.5918
C  0.7505  -0.7190  -0.4046  -0.2738
C  -1.1705  -2.1645  -1.0186  -0.1113
H  -1.5260  0.7697  0.4153  0.0444
H  1.2333  -1.4938  -1.0070  0.0834
H  0.7757  -1.2240  0.5767  0.1018
H  -0.9144  -2.7448  -0.1329  0.0647
H  1.4105  0.7258  1.8096  0.0721
H  -0.6210  -2.5831  -1.8665  0.0580
H  -0.9526  -0.2806  1.2549  0.0418
H  -1.0337  -0.0955  -1.6221  0.1235
H  1.2376  1.1653  -0.9661  0.0753
H  2.1911  2.0181  0.9108  0.0639
H  -2.2453  -2.1638  -1.1927  0.0577



9.
The ion C4H11N2O with charge -1 at a distorted geometry. Source: the OMol25 dataset; level of theory: the ωB97M-V functional and the def2-TZVPD basis.

Computed properties:
Multiplicity: 1
SMILES: CNCCNC[O-]
Total energy: -9352.134 eV
Net charge: -1
HOMO energy: -2.59 eV

Each line ends with the Löwdin charge.
Atoms and positions in Å:
O  1.6425  -2.2112  1.4100  -0.3252
N  -0.0110  -1.0049  0.2220  -0.0886
N  -1.4763  1.3611  -0.5083  -0.1620
C  -0.0564  1.3241  -0.0960  -0.3017
C  0.1264  0.3006  0.9778  -0.2984
C  -1.5721  1.7858  -1.9110  -0.1940
C  1.4218  -1.7368  0.2303  -0.5724
H  1.2271  -2.5414  -0.5468  0.0689
H  -0.4973  0.2359  1.8965  0.1050
H  0.6936  0.9005  -0.9528  0.1378
H  -1.3504  2.9056  -1.8981  0.0721
H  -2.5795  1.4035  -2.1900  0.0718
H  -0.7370  1.5193  -2.6378  0.0691
H  -0.5922  -1.5670  0.8716  0.0668
H  2.1557  -0.9718  -0.0326  0.0643
H  1.1271  0.4611  1.4295  0.0965
H  -1.9251  0.4205  -0.3846  0.0962
H  0.2309  2.3879  -0.0384  0.0937



10.
The ion C4H11N2O with charge -1 at a distorted geometry. Source: the OMol25 dataset; level of theory: the ωB97M-V functional and the def2-TZVPD basis.

Computed properties:
Multiplicity: 1
SMILES: NCCCNC[O-]
Total energy: -9353.179 eV
Net charge: -1
HOMO energy: -2.58 eV

Each line ends with the Löwdin charge.
Atoms and positions in Å:
O  1.8900  -1.3961  0.2234  -0.3624
N  -1.4155  -1.4781  0.0944  -0.0135
N  1.4949  0.9422  0.3661  -0.1110
C  0.4409  0.8199  -0.6730  -0.2702
C  -0.9256  0.9136  0.0007  -0.2071
C  1.7539  -0.3459  1.0599  -0.5561
C  -1.8530  -0.1908  -0.5228  -0.2962
H  -1.5904  -0.3123  -1.5806  0.0925
H  -1.7365  -2.1762  -0.5754  0.0459
H  0.7042  1.5636  -1.4235  0.0949
H  2.5783  -0.1134  1.7675  0.0750
H  2.3473  1.3670  0.0323  0.0633
H  0.8401  -0.5272  1.6818  0.0702
H  -0.7404  0.6697  1.0467  0.0883
H  -0.3977  -1.5501  -0.0211  0.0308
H  -2.8919  0.0530  -0.3373  0.0842
H  -1.2578  1.9330  -0.0983  0.0870
H  0.7592  -0.1719  -1.0408  0.0842